{
  "formula": "C32H84AlN6O12PS",
  "method": "wB97M-V/def2-TZVPD",
  "symbols": ["C", "C", "O", "C", "C", "O", "Al", "C", "C", "C", "S", "C", "O", "O", "P", "O", "O", "H", "H", "H", "H", "H", "H", "H", "H", "H", "H", "H", "H", "H", "H", "H", "H", "H", "H", "C", "C", "C", "O", "C", "N", "H", "H", "H", "H", "H", "H", "H", "H", "H", "H", "H", "C", "C", "C", "O", "C", "N", "H", "H", "H", "H", "H", "H", "H", "H", "H", "H", "H", "C", "C", "C", "O", "C", "N", "H", "H", "H", "H", "H", "H", "H", "H", "H", "H", "H", "C", "C", "C", "O", "C", "N", "H", "H", "H", "H", "H", "H", "H", "H", "H", "H", "H", "C", "C", "C", "O", "C", "N", "H", "H", "H", "H", "H", "H", "H", "H", "H", "H", "H", "C", "C", "C", "O", "C", "N", "H", "H", "H", "H", "H", "H", "H", "H", "H", "H", "H"],
  "xyz": [[0.93518, -0.89960, -7.78328], [0.21159, -1.40924, -6.52183], [0.25601, -0.54149, -5.41476], [-0.22204, 0.75356, -5.68323], [0.95227, 1.73040, -5.89050], [1.18415, 2.34985, -4.65899], [2.58686, 1.55988, -3.78914], [2.20063, 1.80963, -1.79572], [3.43445, 2.06758, -0.89964], [2.97147, 1.95705, 0.57163], [3.63709, 3.30721, 1.61239], [2.73403, -0.47601, -4.08403], [2.45577, -1.21500, -3.09796], [3.10025, -1.00053, -5.16502], [4.70590, 2.45894, -4.45357], [5.82171, 2.19743, -3.16918], [5.20679, 1.32632, -5.61309], [0.24224, -0.28198, -8.36478], [1.18364, -1.78635, -8.38131], [1.87870, -0.40291, -7.56721], [-0.84839, -1.61764, -6.76520], [0.72738, -2.31816, -6.20820], [-0.98187, 0.77373, -6.48695], [-0.73289, 1.11049, -4.77953], [1.82705, 1.24187, -6.33373], [0.60557, 2.50603, -6.60992], [1.79160, 0.83532, -1.48437], [1.41018, 2.56681, -1.65326], [3.82200, 3.06038, -1.15071], [4.18476, 1.32203, -1.16501], [3.22739, 0.96287, 0.94702], [1.88466, 2.04996, 0.57208], [2.68152, 3.48196, 2.55325], [6.65746, 1.97924, -3.60297], [5.34673, 0.47676, -5.16096], [2.44685, -6.28276, -3.32762], [2.07755, -4.80777, -3.48524], [0.99676, -4.55988, -4.54869], [1.45664, -4.63492, -5.89223], [1.55729, -5.93772, -6.41334], [3.29390, -4.03454, -3.74816], [3.09151, -6.63759, -4.13282], [2.99264, -6.43449, -2.39422], [1.55360, -6.91544, -3.29737], [1.66693, -4.47104, -2.52853], [0.63976, -3.53686, -4.41813], [0.12578, -5.21838, -4.40629], [0.77208, -6.59629, -6.02475], [2.54257, -6.36602, -6.20485], [1.45020, -5.87237, -7.49859], [3.06912, -3.03044, -3.74655], [3.56744, -4.21590, -4.71091], [-2.21156, 6.42885, 1.75003], [-2.01153, 5.13412, 2.53157], [-0.53601, 4.73660, 2.70170], [0.05356, 4.17938, 1.55058], [0.50099, 5.09512, 0.56644], [-2.78690, 4.06857, 1.89078], [-2.07467, 6.29077, 0.67842], [-3.22770, 6.80168, 1.89568], [-1.52092, 7.20514, 2.08773], [-2.41849, 5.29680, 3.53678], [-0.48623, 3.94900, 3.46124], [0.06514, 5.57594, 3.07968], [0.89189, 6.02189, 0.99731], [-0.30349, 5.31335, -0.14019], [1.30039, 4.60271, 0.01405], [-2.73367, 3.23213, 2.46841], [-2.29060, 3.80461, 1.04212], [0.20919, -1.59272, 3.74639], [-0.37463, -1.02711, 2.45599], [-0.57405, 0.49513, 2.48522], [-1.70212, 0.93591, 3.23835], [-1.48378, 1.01177, 4.63177], [-1.62269, -1.73367, 2.14526], [-0.52979, -1.66093, 4.54726], [0.58567, -2.60176, 3.57571], [1.04469, -0.98388, 4.09936], [0.34120, -1.23917, 1.65776], [-0.76042, 0.82533, 1.46094], [0.33358, 1.01347, 2.81914], [-0.45920, 1.31327, 4.86917], [-1.71689, 0.05855, 5.11376], [-2.16978, 1.75936, 5.03720], [-1.95088, -1.42886, 1.23026], [-2.33333, -1.38884, 2.78670], [-3.74137, -1.58795, -0.93322], [-2.57291, -1.11300, -1.79437], [-2.33864, -1.97722, -3.04548], [-1.68720, -3.20293, -2.80227], [-2.49593, -4.25903, -2.33809], [-1.37130, -1.02483, -0.95703], [-3.48778, -2.46527, -0.33683], [-4.03549, -0.80292, -0.23352], [-4.61332, -1.82942, -1.54739], [-2.81586, -0.10514, -2.14410], [-1.65653, -1.43090, -3.70400], [-3.27342, -2.12222, -3.60720], [-3.50549, -4.21857, -2.76137], [-2.54640, -4.25965, -1.24495], [-2.02727, -5.19642, -2.64469], [-0.61511, -0.60928, -1.50095], [-1.04827, -1.97458, -0.78782], [5.32453, -5.63355, 4.66286], [4.72299, -5.05713, 3.38436], [4.51011, -3.53563, 3.43454], [3.39147, -3.12188, 4.20023], [3.61062, -3.06098, 5.59396], [3.47938, -5.77204, 3.08078], [4.59210, -5.71569, 5.46611], [5.70609, -6.63895, 4.47766], [6.15741, -5.02217, 5.01780], [5.43230, -5.25354, 2.57528], [4.30752, -3.19132, 2.41776], [5.41711, -3.01381, 3.76664], [4.63156, -2.74925, 5.83406], [3.39028, -4.02324, 6.06456], [2.91659, -2.32754, 6.00703], [3.13434, -5.46121, 2.17621], [2.77290, -5.44207, 3.73441], [-6.09906, 4.00889, 6.26064], [-6.27416, 5.52293, 6.32155], [-7.16133, 6.08764, 5.19913], [-6.53305, 6.16722, 3.93769], [-6.50811, 4.95174, 3.20294], [-4.95043, 6.15326, 6.33842], [-5.39553, 3.70327, 5.48699], [-5.70795, 3.63836, 7.20923], [-7.05199, 3.50817, 6.07578], [-6.77196, 5.75429, 7.26914], [-7.41759, 7.11902, 5.46120], [-8.10961, 5.53791, 5.12378], [-7.40986, 4.35499, 3.37080], [-5.61690, 4.37380, 3.45136], [-6.45000, 5.20061, 2.14431], [-5.06398, 7.15300, 6.48342], [-4.57091, 6.08774, 5.39608]],
  "forces_ev_per_angstrom": [[-0.528, -0.554, -0.065], [0.732, 0.095, -0.026], [-0.897, -0.279, -0.112], [0.268, 0.055, 0.013], [-1.426, 0.933, -0.241], [1.507, -0.254, 0.227], [-0.796, -0.831, 1.098], [0.337, -0.063, -0.491], [-1.200, 0.239, -0.425], [-0.105, -0.054, -0.212], [0.338, 0.136, 0.227], [0.016, -0.009, -0.014], [-0.420, -0.131, 1.185], [0.602, 0.124, -1.253], [0.368, 0.946, -0.846], [-0.163, -0.564, -0.408], [0.674, 0.242, 0.970], [0.375, 0.214, -0.083], [-0.113, 0.137, -0.063], [-0.134, 0.029, 0.209], [0.158, -0.162, -0.056], [-0.233, 0.074, 0.104], [0.289, -0.180, -0.153], [0.096, -0.027, -0.061], [-0.100, -0.173, 0.185], [0.184, -0.137, 0.005], [-0.100, 0.066, -0.240], [0.208, 0.022, 0.210], [0.213, -0.082, 0.309], [0.181, 0.136, 0.285], [0.050, 0.204, 0.286], [0.087, 0.063, 0.159], [0.008, -0.333, -0.324], [-0.045, 0.250, 0.141], [-0.772, -0.228, -0.410], [-0.119, -0.156, 0.209], [0.544, 0.050, -0.416], [-0.087, 0.465, 0.320], [-0.266, -0.379, -0.058], [0.186, 0.334, -0.087], [-0.205, -0.323, -0.012], [-0.018, 0.069, -0.052], [0.040, 0.055, -0.022], [-0.013, -0.047, -0.024], [-0.106, 0.127, -0.073], [0.117, 0.021, -0.022], [0.037, -0.158, -0.069], [0.030, -0.048, 0.067], [-0.069, -0.196, 0.046], [-0.034, 0.035, -0.010], [-0.022, 0.275, 0.294], [0.014, 0.003, 0.004], [-0.117, 0.212, 0.103], [0.076, 0.030, -0.338], [0.029, -0.138, 0.150], [0.028, 0.071, 0.247], [0.005, -0.299, -0.334], [-0.008, -0.084, 0.235], [0.076, -0.077, 0.015], [-0.006, -0.063, -0.006], [0.027, -0.015, -0.026], [0.056, -0.083, 0.041], [-0.029, -0.043, -0.053], [-0.039, 0.108, -0.093], [-0.070, -0.010, 0.114], [0.032, 0.191, -0.006], [0.024, 0.012, 0.052], [-0.008, -0.057, -0.034], [-0.076, 0.032, -0.031], [0.178, -0.141, 0.059], [-0.294, 0.012, 0.317], [0.127, 0.023, -0.563], [0.166, 0.139, 0.210], [-0.335, -0.007, -0.125], [-0.155, 0.100, -0.018], [-0.072, 0.078, -0.050], [0.000, 0.017, -0.015], [0.018, -0.011, -0.001], [-0.050, 0.132, -0.082], [-0.082, -0.018, 0.038], [-0.002, -0.030, 0.126], [0.037, -0.071, -0.006], [0.170, -0.001, 0.122], [0.012, 0.045, -0.036], [0.246, 0.000, -0.079], [0.051, -0.085, 0.080], [-0.175, 0.120, 0.043], [0.055, -0.373, 0.162], [0.281, 0.590, -0.262], [-0.184, -0.319, -0.017], [0.267, 0.044, 0.069], [-0.006, 0.088, -0.207], [0.058, -0.060, -0.066], [0.040, 0.014, 0.016], [0.023, -0.022, 0.009], [0.079, -0.015, -0.087], [0.057, -0.028, 0.023], [-0.075, -0.146, 0.117], [-0.046, 0.047, 0.040], [-0.200, -0.036, 0.021], [0.022, 0.043, -0.051], [0.026, 0.069, 0.075], [0.035, -0.034, -0.031], [0.200, -0.128, 0.011], [-0.191, 0.040, 0.316], [0.017, 0.035, -0.373], [0.222, 0.009, 0.132], [-0.320, 0.001, -0.087], [-0.004, 0.141, -0.102], [-0.047, 0.066, -0.035], [-0.056, 0.001, -0.027], [-0.023, 0.020, 0.012], [-0.049, 0.084, -0.055], [-0.074, 0.010, 0.032], [0.011, -0.060, 0.115], [0.036, -0.060, -0.010], [0.158, 0.003, 0.119], [0.008, 0.036, -0.067], [0.056, -0.116, -0.051], [0.027, -0.063, 0.027], [-0.051, -0.140, 0.165], [0.142, -0.181, -0.264], [-0.037, 0.223, 0.118], [-0.238, -0.090, 0.031], [0.267, 0.096, -0.122], [-0.143, 0.188, -0.034], [-0.025, 0.071, -0.046], [0.035, 0.052, -0.017], [0.011, 0.007, -0.036], [-0.025, 0.088, -0.035], [0.053, 0.018, -0.032], [0.052, -0.124, 0.006], [0.007, 0.005, 0.101], [-0.085, -0.158, -0.067], [0.015, 0.072, 0.033], [0.036, -0.026, 0.099], [0.057, -0.103, 0.054]],
  "mulliken_charge": [-1.42, 0.33, 0.53, -1.11, -0.11, -0.55, -0.61, -0.17, -1.06, 0.06, -0.30, 0.94, -0.77, -0.68, 0.01, -0.50, -0.45, 0.35, 0.41, 0.24, 0.50, -0.61, 0.52, 0.28, 0.16, 0.28, 0.12, 0.21, 0.40, 0.35, 0.46, -0.10, 0.00, 0.24, 0.29, -1.66, 0.39, 0.18, -0.31, -0.85, -0.81, 0.30, 0.39, 0.31, 0.35, -0.31, 0.34, 0.34, 0.25, 0.24, 0.22, 0.41, -1.58, 0.96, -0.96, 0.16, -0.61, -0.68, 0.32, 0.33, 0.37, 0.03, 0.11, 0.41, 0.31, 0.22, 0.05, 0.23, 0.33, -1.78, 0.80, -0.55, -0.35, -0.85, -0.73, 0.19, 0.40, 0.34, 0.48, 0.20, 0.40, 0.37, 0.28, 0.22, 0.14, 0.36, -1.83, 0.37, -0.06, -0.02, -0.91, -0.24, 0.34, 0.39, 0.41, 0.47, -0.45, 0.44, 0.36, 0.28, 0.20, -0.02, 0.33, -1.41, 0.39, -0.86, -0.14, -0.80, -0.76, 0.28, 0.36, 0.34, 0.42, 0.40, 0.38, 0.35, 0.26, 0.22, 0.28, 0.32, -1.25, 0.39, -0.72, -0.37, -0.50, -0.68, 0.15, 0.34, 0.35, 0.39, 0.34, 0.40, 0.31, 0.09, 0.26, 0.28, 0.23],
  "homo_energy_ev": -0.07,
  "largest_force_ev_per_a": 1.722,
  "total_charge": -2,
  "total_energy_ev": -94776.8967,
  "gap_ev": 3.2
}